The following is a quantum chemistry calculation of the molecule C4H5NOS2 in a non-equilibrium geometry, from the OMol25 dataset.

Calculated values
* DFT total energy: -1081.68575 Ha
* highest occupied orbital energy: -8.781 eV
* frontier orbital gap: 9.25 eV
* multiplicity: 1
* M: 147.22 g mol⁻¹
* relative energy (zero: lowest compared OMol25 entry of this formula, charge and spin): 282.3 kJ/mol

Last column: Mulliken charge in e.
Geometry (Å):
C  0.37  0.73  -0.08  0.370
C  1.03  0.65  -1.23  -0.514
C  -0.32  -1.39  -0.85  -0.502
C  -0.49  -0.50  0.13  0.149
N  0.62  1.88  0.75  -0.585
O  -1.67  -2.58  1.10  -0.533
S  0.79  -0.92  -2.01  -0.138
S  -1.74  -1.13  1.39  0.258
H  1.46  2.44  0.35  0.280
H  1.75  1.23  -1.74  0.403
H  -0.91  -2.19  -1.24  0.412
H  -0.14  2.62  0.88  0.261
H  -0.73  -0.83  2.55  0.137